# 1
Here is a 2-piece molecular cluster, C5H11O2 overall in a non-equilibrium geometry from OMol25. Energies are from ωB97M-V/def2-TZVPD.

XYZ file:
```
18
C5H11O2, DFT ωB97M-V/def2-TZVPD
O 1.215 0.059 1.643
O 2.059 -1.866 1.159
C 1.236 -0.736 -0.658
C 1.501 -0.849 0.847
C -2.804 0.458 -0.222
C -1.955 1.082 0.943
C 2.636 -0.233 -0.943
H -2.542 -0.594 -0.297
H -1.051 0.395 1.091
H -1.569 2.036 0.723
H 3.362 -1.153 -0.652
H -2.531 1.071 1.797
H 0.427 -0.168 -0.898
H -2.721 0.800 -1.220
H 0.966 -1.596 -1.028
H 2.914 0.654 -0.347
H -3.808 0.542 0.087
H 2.666 0.098 -2.024
```

For the energy above the lowest of the compared OMol25 structures with the same formula, charge and spin, the calculation gives 179.31 kJ/mol. The LUMO energy is 0.1392 Eh. As for the HOMO energy: -3.644 eV. Its net charge is -1.

=====

# 2
Here is a 2-piece molecular cluster, C2H7NO overall in a non-equilibrium geometry from OMol25. Energies are from ωB97M-V/def2-TZVPD.

XYZ file:
```
11
C2H7NO, DFT ωB97M-V/def2-TZVPD
O -0.696 -3.056 -2.839
N 0.024 -2.929 -1.860
C 0.064 0.551 0.407
C 0.109 1.919 1.070
H -0.030 -3.817 -1.274
H -0.804 2.505 0.931
H 0.251 1.797 2.143
H 0.937 2.484 0.708
H -0.818 -0.010 0.727
H 0.929 -0.069 0.679
H 0.034 0.624 -0.691
```

For the energy above the lowest of the compared OMol25 structures with the same formula, charge and spin, the calculation gives 299.21 kJ/mol. The LUMO energy is -0.0188 Eh. As for the HOMO energy: -9.799 eV.

=====

# 3
Here is an isolated ion of composition C4H7NO2 and charge -1 in a non-equilibrium geometry from OMol25. Energies are from ωB97M-V/def2-TZVPD.

XYZ file:
```
14
C4H7NO2, DFT ωB97M-V/def2-TZVPD
O 2.824 0.117 1.209
O -1.888 -0.747 -1.671
N -1.265 -0.390 0.916
C 1.620 -0.144 0.965
C 0.881 0.137 -0.269
C -1.281 0.284 -1.492
C -0.614 0.513 -0.091
H 1.151 -1.011 1.452
H -1.002 -0.089 1.780
H -0.700 -1.324 0.931
H 0.711 -0.746 -0.926
H 1.411 0.736 -0.930
H -0.789 1.587 0.390
H -1.058 1.076 -2.265
```

For the energy above the lowest of the compared OMol25 structures with the same formula, charge and spin, the calculation gives 205.21 kJ/mol. The multiplicity is 2. The LUMO energy (alpha / beta) is 0.1441 / 0.1397 Eh. As for the HOMO energy (alpha / beta): -0.003 / -3.458 eV. Its net charge is -1.

=====

# 4
Here is a single C22H25NO5 molecule from OMol25. Energies are from ωB97M-V/def2-TZVPD.

XYZ file:
```
53
C22H25NO5, DFT ωB97M-V/def2-TZVPD
O -0.605 -0.267 -0.618
O -0.658 2.411 -0.967
O 1.349 -0.270 2.264
O 3.092 2.001 -1.253
O -1.071 2.056 1.201
N 2.142 1.113 0.627
C -1.698 0.247 -0.687
C -4.212 -1.767 1.240
C -2.990 -1.209 0.879
C 4.536 -1.147 0.346
C 2.748 -0.408 -1.041
C 4.126 -2.379 -1.640
C -5.356 -1.549 0.498
C 3.538 -3.151 -0.440
C -6.569 -0.522 -1.442
C 3.336 -2.056 0.615
C -2.956 -0.388 -0.257
C -1.777 -1.465 1.709
C -0.370 2.512 0.336
C -4.122 -0.164 -0.994
C 0.928 3.251 0.556
C 4.192 -0.935 -1.129
C -5.325 -0.746 -0.639
C -1.834 1.669 -1.255
C 2.164 -1.177 0.148
C 1.804 -0.118 1.162
C 2.698 1.046 -0.633
C 1.903 2.356 1.328
H -6.967 -1.471 -1.797
H 5.125 -2.738 -1.888
H 0.730 4.147 1.147
H 5.489 -1.654 0.486
H 3.217 -2.424 1.632
H 3.508 -2.465 -2.532
H -1.903 1.639 -2.345
H -6.288 -2.004 0.801
H 4.851 -0.283 -1.699
H 1.274 -1.760 -0.082
H -7.335 -0.050 -0.827
H -1.237 -0.542 1.911
H 4.237 -3.904 -0.076
H 1.484 2.085 2.302
H -4.078 0.453 -1.880
H 1.353 3.528 -0.408
H 4.528 -0.230 0.932
H -2.050 -1.928 2.654
H 2.604 -3.652 -0.687
H -4.262 -2.389 2.121
H -6.372 0.116 -2.300
H 2.853 2.882 1.460
H 2.206 -0.535 -1.978
H -2.706 2.171 -0.825
H -1.093 -2.129 1.183
```

For the energy above the lowest of the compared OMol25 structures with the same formula, charge and spin, the calculation gives 0.00 kJ/mol. The LUMO energy is 0.0124 Eh. As for the HOMO energy: -8.990 eV.

=====

# 5
Here is C31H43BrIrNOPSe2SiTe2 as an isolated structure from OMol25. Energies are from ωB97M-V/def2-TZVPD.

XYZ file:
```
84
C31H43BrIrNOPSe2SiTe2, DFT ωB97M-V/def2-TZVPD
Ir 0.083 2.634 0.439
Te 2.250 4.273 -1.924
Te 3.612 3.228 0.179
Br 1.275 0.284 0.716
Se 0.337 2.691 -1.992
Se 1.921 3.532 2.008
P -1.954 1.664 0.487
Si 2.268 -1.550 -0.522
O 0.201 5.548 0.452
N -0.694 4.502 0.479
C 4.272 -1.814 -2.511
C -4.008 -1.443 -1.234
C -0.464 -2.366 -0.820
C -5.550 4.552 0.682
C -3.804 -1.220 -2.589
C 3.710 -0.787 -1.508
C -3.318 2.865 0.604
C 1.258 -3.734 -2.006
C -1.447 -0.923 3.642
C -2.105 1.739 3.225
C 0.611 -1.471 -2.839
C 2.774 -2.588 1.015
C 3.773 -3.676 0.562
C -1.632 -0.075 4.725
C -5.708 3.179 0.831
C -2.641 0.472 -0.700
C -2.464 0.704 -2.063
C -1.955 1.258 4.516
C 1.546 -3.291 1.617
C -1.583 -0.444 2.348
C -3.035 -0.144 -3.003
C -4.281 5.072 0.518
C -4.599 2.351 0.780
C 3.439 -1.794 2.153
C -3.155 4.245 0.492
C 0.868 -2.307 -1.575
C 4.842 -0.373 -0.555
C 3.275 0.470 -2.290
C -3.431 -0.607 -0.292
C -1.885 4.959 0.430
C -1.937 0.888 2.128
H -2.095 1.924 5.358
H 2.759 1.194 -1.654
H 4.606 -2.737 -2.038
H 1.860 -3.841 2.511
H 3.636 -2.487 2.977
H 5.338 -1.231 -0.104
H 5.140 -1.368 -3.007
H -4.147 6.143 0.420
H -2.367 2.779 3.071
H -1.945 6.042 0.396
H -6.692 2.752 0.979
H -4.254 -1.881 -3.320
H 0.777 -2.577 1.924
H -2.883 0.047 -4.058
H 2.220 -3.778 -2.522
H -3.603 -0.801 0.757
H 4.168 0.960 -2.694
H 3.551 -2.069 -3.292
H -1.892 1.555 -2.404
H 1.438 -1.520 -3.545
H 5.599 0.175 -1.126
H 3.387 -4.302 -0.244
H -1.184 -1.961 3.805
H 4.725 -3.253 0.241
H -4.618 -2.275 -0.906
H -0.274 -1.870 -3.345
H -1.226 -2.796 -1.478
H 0.497 -4.104 -2.701
H -0.794 -1.364 -0.553
H 4.392 -1.360 1.860
H -1.518 -0.452 5.734
H -4.739 1.282 0.882
H -6.408 5.210 0.701
H 3.982 -4.333 1.412
H 2.625 0.239 -3.129
H 0.992 5.208 0.945
H 1.101 -4.014 0.934
H -1.397 -1.107 1.511
H 2.806 -0.997 2.545
H 1.289 -4.426 -1.164
H -0.423 -2.974 0.082
H 0.412 -0.420 -2.606
H 4.493 0.284 0.240
```

For the energy above the lowest of the compared OMol25 structures with the same formula, charge and spin, the calculation gives 0.00 kJ/mol. The LUMO energy (alpha / beta) is -0.1537 / -0.1536 Eh. As for the HOMO energy (alpha / beta): -9.877 / -9.877 eV. Its net charge is +1.

=====

# 6
Here is C3H2FO3Sr as an isolated structure in a non-equilibrium geometry from OMol25. Energies are from ωB97M-V/def2-TZVPD.

XYZ file:
```
10
C3H2FO3Sr, DFT ωB97M-V/def2-TZVPD
Sr 0.322 1.476 1.125
F -0.433 -0.721 1.086
O 4.026 -0.517 -0.900
O -1.575 1.386 0.053
O 2.496 0.830 0.192
C -2.020 0.202 -0.303
C 3.210 0.138 -0.432
C -1.404 -0.937 0.069
H -1.621 -1.984 -0.102
H -3.001 0.126 -0.788
```

The LUMO energy is -0.1687 Eh. As for the HOMO energy: -11.965 eV. Its net charge is +1.